(1)
DFT (ωB97M-V/def2-TZVPD) results for 12 unconnected molecules or ions with the total composition C67H151N26O7P7 at a distorted geometry.

Output
* highest occupied orbital energy: -8.14 eV
* gap between HOMO and LUMO: 8.6 eV
* structure (SMILES): CN(C)P(=O)(N(C)C)N(C)C.CN(C)P(=O)(N(C)C)N(C)C.CN(C)P(=O)(N(C)C)N(C)C.CN(C)P(=O)(N(C)C)N(C)C.CN(C)P(=O)(N(C)C)N(C)C.CN(C)P(=O)(N(C)C)N(C)C.CN(C)P(=O)(N(C)C)N(C)C.c1ccncc1.c1ccncc1.c1ccncc1.c1ccncc1.c1ccncc1
* largest force on an atom: 4.4 eV/A

Each line ends with the Löwdin charge.
Geometry (Å):
1 O -8.483 12.403 20.138  -0.29
2 P -8.229 13.402 19.089  0.48
3 N -9.424 13.344 17.956  -0.31
4 C -10.864 13.387 18.257  -0.09
5 C -9.210 13.632 16.587  -0.15
6 N -6.791 13.183 18.291  -0.32
7 C -5.885 14.279 18.027  -0.12
8 C -6.334 11.923 17.693  -0.09
9 N -8.262 14.995 19.626  -0.30
10 C -7.522 15.241 20.827  -0.13
11 C -8.629 16.225 18.883  -0.07
12 H -11.224 13.005 19.213  0.08
13 H -11.313 12.718 17.492  0.09
14 H -11.319 14.404 18.171  0.08
15 H -9.831 14.474 16.297  0.06
16 H -9.615 12.873 15.980  0.06
17 H -8.154 13.871 16.367  0.09
18 H -6.385 15.255 18.059  0.06
19 H -4.981 14.205 18.662  0.09
20 H -5.528 14.151 16.991  0.08
21 H -6.654 11.889 16.623  0.09
22 H -5.253 11.958 17.711  0.07
23 H -6.740 11.074 18.261  0.09
24 H -6.477 15.549 20.687  0.08
25 H -8.044 16.089 21.319  0.09
26 H -7.447 14.392 21.495  0.08
27 H -7.718 16.787 18.584  0.06
28 H -9.265 16.858 19.519  0.07
29 H -9.144 16.045 17.957  0.06
30 O -13.457 26.254 18.462  -0.27
31 P -14.165 25.417 19.434  0.51
32 N -14.312 23.782 19.162  -0.28
33 C -15.316 23.474 18.099  -0.08
34 C -13.171 22.891 19.184  -0.09
35 N -15.706 26.031 19.547  -0.35
36 C -16.660 25.434 20.433  -0.14
37 C -16.115 27.295 19.123  -0.14
38 N -13.514 25.428 20.971  -0.26
39 C -12.177 26.011 21.057  -0.12
40 C -13.676 24.314 21.956  -0.09
41 H -15.909 24.362 17.970  0.06
42 H -15.958 22.601 18.291  0.07
43 H -14.776 23.338 17.146  0.08
44 H -12.833 22.639 18.150  0.09
45 H -13.523 21.964 19.578  0.05
46 H -12.340 23.300 19.764  0.08
47 H -17.706 25.501 20.104  0.09
48 H -16.476 24.366 20.630  0.06
49 H -16.584 25.905 21.479  0.11
50 H -16.221 28.017 19.983  0.10
51 H -15.516 27.702 18.327  0.08
52 H -17.188 27.194 18.809  0.09
53 H -11.990 26.460 22.029  0.06
54 H -11.390 25.220 20.988  0.08
55 H -12.037 26.778 20.289  0.08
56 H -13.848 24.737 22.929  0.08
57 H -12.721 23.729 22.012  0.08
58 H -14.489 23.671 21.656  0.04
59 O -10.948 19.481 14.588  -0.31
60 P -12.216 18.821 14.101  0.56
61 N -13.257 19.593 13.056  -0.29
62 C -13.842 20.854 13.551  -0.09
63 C -12.922 19.661 11.677  -0.12
64 N -13.212 18.531 15.394  -0.29
65 C -14.650 18.181 15.306  -0.10
66 C -12.580 17.949 16.545  -0.13
67 N -11.761 17.322 13.480  -0.32
68 C -12.594 16.399 12.809  -0.13
69 C -10.366 16.988 13.215  -0.11
70 H -14.676 20.693 14.255  0.08
71 H -14.324 21.480 12.786  0.10
72 H -13.129 21.524 14.011  0.04
73 H -12.227 20.515 11.449  0.09
74 H -13.814 19.801 11.074  0.09
75 H -12.397 18.803 11.355  0.06
76 H -14.807 17.137 15.370  0.06
77 H -15.293 18.672 16.049  0.07
78 H -15.033 18.521 14.295  0.08
79 H -11.738 18.644 16.842  0.07
80 H -13.237 17.883 17.413  0.06
81 H -12.091 16.930 16.390  0.10
82 H -12.260 16.495 11.783  0.08
83 H -12.479 15.416 13.289  0.09
84 H -13.658 16.719 12.852  0.09
85 H -9.955 17.214 12.243  0.07
86 H -10.275 15.905 13.362  0.08
87 H -9.758 17.529 14.000  0.08
88 O -8.234 25.682 20.854  -0.28
89 P -7.982 25.631 22.312  0.52
90 N -9.095 24.927 23.336  -0.29
91 C -10.182 25.694 23.930  -0.10
92 C -9.369 23.473 23.327  -0.10
93 N -7.926 27.200 22.816  -0.29
94 C -8.382 28.272 22.082  -0.16
95 C -7.578 27.453 24.270  -0.07
96 N -6.567 24.857 22.770  -0.29
97 C -6.349 24.069 23.921  -0.14
98 C -5.374 25.180 21.924  -0.05
99 H -10.376 26.601 23.397  0.05
100 H -9.780 25.928 24.955  0.10
101 H -11.034 25.081 24.006  0.06
102 H -8.510 22.972 22.828  0.08
103 H -10.267 23.284 22.834  0.04
104 H -9.529 23.066 24.340  0.10
105 H -7.845 29.138 22.331  0.07
106 H -8.151 28.125 21.060  0.03
107 H -9.465 28.588 22.210  0.11
108 H -6.756 28.158 24.336  0.07
109 H -8.407 27.834 24.910  0.08
110 H -7.170 26.542 24.761  0.07
111 H -5.580 24.586 24.526  0.09
112 H -7.250 23.933 24.459  0.05
113 H -5.913 23.079 23.699  0.09
114 H -5.233 24.396 21.200  0.06
115 H -4.522 25.334 22.568  0.08
116 H -5.585 26.107 21.441  0.05
117 O -5.715 28.490 15.476  -0.29
118 P -6.711 28.835 16.508  0.45
119 N -7.506 30.249 16.310  -0.30
120 C -8.227 30.480 15.059  -0.10
121 C -6.785 31.551 16.830  -0.03
122 N -5.909 28.838 18.014  -0.34
123 C -4.444 29.133 18.091  -0.08
124 C -6.675 28.681 19.255  -0.12
125 N -7.950 27.772 16.413  -0.28
126 C -9.266 28.104 16.940  -0.10
127 C -7.759 26.390 15.983  -0.09
128 H -8.575 29.494 14.823  0.06
129 H -7.543 30.760 14.273  0.08
130 H -8.985 31.244 15.313  0.10
131 H -7.499 32.362 16.898  0.07
132 H -5.837 31.697 16.377  0.06
133 H -6.477 31.313 17.865  0.06
134 H -3.913 28.209 18.357  0.07
135 H -4.213 29.531 17.078  0.08
136 H -4.294 29.887 18.847  0.07
137 H -6.971 29.668 19.677  0.09
138 H -7.558 28.085 18.948  0.07
139 H -6.155 27.959 19.937  0.09
140 H -9.275 29.076 17.357  0.07
141 H -9.955 28.113 16.094  0.06
142 H -9.654 27.314 17.593  0.09
143 H -7.865 25.653 16.772  0.05
144 H -6.813 26.193 15.477  0.07
145 H -8.582 26.252 15.255  0.07
146 O -8.001 23.096 10.948  -0.30
147 P -7.197 22.204 11.816  0.50
148 N -6.564 22.618 13.302  -0.29
149 C -5.260 23.225 13.538  -0.09
150 C -7.428 22.804 14.444  -0.12
151 N -5.887 21.503 11.067  -0.31
152 C -5.837 21.543 9.593  -0.10
153 C -5.079 20.401 11.623  -0.12
154 N -8.206 20.986 12.188  -0.30
155 C -7.944 19.848 13.019  -0.14
156 C -9.566 20.924 11.652  -0.11
157 H -4.669 22.783 14.324  0.07
158 H -5.448 24.269 13.712  0.07
159 H -4.706 23.131 12.559  0.10
160 H -8.454 22.374 14.261  0.08
161 H -7.590 23.888 14.649  0.07
162 H -6.964 22.328 15.331  0.10
163 H -6.335 20.683 9.133  0.08
164 H -6.437 22.365 9.276  0.05
165 H -4.770 21.728 9.305  0.10
166 H -4.066 20.641 11.413  0.06
167 H -5.096 20.434 12.726  0.07
168 H -5.411 19.407 11.273  0.09
169 H -8.220 19.936 14.105  0.09
170 H -8.532 18.978 12.643  0.07
171 H -6.905 19.577 13.118  0.03
172 H -9.703 21.834 11.012  0.09
173 H -10.248 20.907 12.512  0.04
174 H -9.660 19.958 11.079  0.09
175 O -14.011 17.480 19.880  -0.30
176 P -14.119 18.560 20.894  0.51
177 N -12.591 19.182 21.082  -0.29
178 C -12.371 20.508 21.620  -0.11
179 C -11.430 18.500 20.496  -0.09
180 N -14.553 18.173 22.455  -0.29
181 C -15.759 17.386 22.704  -0.13
182 C -13.659 17.914 23.628  -0.08
183 N -15.252 19.726 20.538  -0.28
184 C -15.793 19.763 19.196  -0.12
185 C -15.805 20.794 21.452  -0.06
186 H -12.137 20.477 22.696  0.09
187 H -13.203 21.145 21.449  0.02
188 H -11.545 21.014 21.104  0.07
189 H -11.061 19.081 19.635  0.06
190 H -11.648 17.482 20.153  0.08
191 H -10.667 18.565 21.228  0.06
192 H -16.528 17.640 22.024  0.06
193 H -15.588 16.310 22.704  0.09
194 H -16.221 17.682 23.686  0.10
195 H -12.655 18.130 23.328  0.06
196 H -13.949 18.459 24.501  0.07
197 H -13.774 16.866 23.948  0.08
198 H -15.330 20.631 18.700  0.06
199 H -15.388 18.917 18.631  0.06
200 H -16.887 19.842 19.196  0.09
201 H -15.799 20.389 22.466  0.08
202 H -16.846 20.839 21.237  0.07
203 H -15.293 21.761 21.441  0.05
204 N -10.755 25.970 14.244  0.04
205 C -11.563 26.093 15.276  -0.16
206 C -12.215 25.003 15.879  -0.03
207 C -12.100 23.735 15.258  -0.09
208 C -11.290 23.623 14.146  -0.09
209 C -10.572 24.756 13.723  -0.14
210 H -11.610 27.119 15.647  0.10
211 H -12.776 25.115 16.812  0.06
212 H -12.611 22.851 15.704  0.10
213 H -11.145 22.727 13.650  0.05
214 H -9.939 24.668 12.765  0.13
215 N -6.230 18.247 17.190  0.07
216 C -4.957 18.069 17.033  -0.18
217 C -4.289 17.746 15.853  -0.06
218 C -5.086 17.410 14.808  -0.08
219 C -6.469 17.622 14.898  -0.07
220 C -7.003 17.991 16.120  -0.14
221 H -4.367 18.287 17.879  0.09
222 H -3.204 17.647 15.741  0.11
223 H -4.722 17.033 13.902  0.09
224 H -7.067 17.411 14.013  0.10
225 H -8.046 18.056 16.258  0.09
226 N -9.692 21.403 19.197  0.05
227 C -9.193 22.691 19.424  -0.13
228 C -8.860 23.572 18.454  -0.06
229 C -9.151 23.196 17.115  -0.05
230 C -9.616 21.926 16.854  -0.06
231 C -9.955 21.102 17.934  -0.14
232 H -9.048 22.933 20.466  0.08
233 H -8.584 24.556 18.721  0.06
234 H -8.877 23.850 16.257  0.08
235 H -9.822 21.556 15.861  0.08
236 H -10.414 20.148 17.760  0.07
237 N -4.862 23.422 18.516  0.07
238 C -5.527 24.620 18.495  -0.12
239 C -5.215 25.710 17.684  -0.07
240 C -4.216 25.502 16.731  -0.07
241 C -3.589 24.273 16.741  -0.10
242 C -3.943 23.240 17.606  -0.17
243 H -6.337 24.756 19.138  0.05
244 H -5.757 26.638 17.682  0.06
245 H -3.839 26.400 16.132  0.14
246 H -2.781 24.091 16.037  0.10
247 H -3.304 22.356 17.702  0.11
248 N -6.151 19.344 22.844  0.04
249 C -5.105 19.903 22.261  -0.19
250 C -5.184 20.674 21.116  -0.09
251 C -6.418 20.903 20.476  -0.07
252 C -7.512 20.304 21.092  -0.05
253 C -7.322 19.548 22.326  -0.15
254 H -4.122 19.701 22.695  0.10
255 H -4.278 21.239 20.776  0.11
256 H -6.502 21.532 19.601  0.08
257 H -8.500 20.376 20.647  0.05
258 H -8.116 19.108 22.828  0.07



(2)
DFT (ωB97M-V/def2-TZVPD) results for a molecular structure, C67H52N4O4P2PdS at a distorted geometry.

Output
* highest occupied orbital energy (alpha / beta): -16.85 / -16.85 eV
* multiplicity: 5
* gap between HOMO and LUMO (alpha / beta): 6.6 / 3.7 eV
* charge: +4
* largest force on an atom: 1.6 eV/A

Each line ends with the Mulliken spin population.
Geometry (Å):
1 Pd 0.324 -0.824 -0.072  1.22
2 O 0.918 1.489 1.043  0.04
3 S 0.041 1.919 -0.094  0.08
4 C -1.207 2.902 0.747  0.18
5 C -0.805 4.053 1.428  -0.08
6 C -1.706 4.890 2.072  0.10
7 C -3.056 4.552 2.035  0.11
8 C -4.265 5.228 2.591  -0.01
9 C -5.436 4.283 2.259  -0.03
10 C -4.817 3.136 1.547  0.17
11 C -5.352 1.946 1.053  0.16
12 C -4.487 1.005 0.514  -0.06
13 C -3.100 1.200 0.352  0.20
14 P -2.127 -0.243 -0.287  0.08
15 C -3.319 -1.566 0.063  0.01
16 C -4.192 -2.089 -0.887  -0.01
17 C -5.096 -3.072 -0.513  0.00
18 C -5.128 -3.537 0.797  0.01
19 C -4.257 -3.016 1.745  0.00
20 C -3.353 -2.032 1.379  0.02
21 C -2.035 0.124 -2.070  0.08
22 C -3.122 0.623 -2.786  0.01
23 C -2.972 0.943 -4.129  0.00
24 C -1.741 0.795 -4.749  0.00
25 C -0.650 0.299 -4.041  0.02
26 C -0.802 -0.040 -2.709  0.03
27 C -2.543 2.453 0.785  0.14
28 C -3.432 3.349 1.417  -0.03
29 C 0.995 3.234 -0.886  0.17
30 C 0.369 4.367 -1.407  -0.09
31 C 1.083 5.485 -1.820  0.12
32 C 2.472 5.461 -1.706  0.12
33 C 3.511 6.496 -1.974  -0.01
34 C 4.852 5.808 -1.651  -0.03
35 C 4.488 4.431 -1.228  0.17
36 C 5.262 3.342 -0.824  0.14
37 C 4.620 2.149 -0.533  -0.02
38 C 3.223 1.976 -0.584  0.17
39 P 2.682 0.200 -0.520  0.20
40 C 3.753 -0.426 0.808  0.04
41 C 3.355 -0.154 2.122  0.02
42 C 4.127 -0.587 3.188  0.00
43 C 5.307 -1.282 2.956  0.01
44 C 5.730 -1.515 1.654  0.00
45 C 4.962 -1.091 0.581  0.00
46 C 3.311 -0.319 -2.154  0.07
47 C 3.964 -1.527 -2.397  0.01
48 C 4.462 -1.808 -3.662  0.00
49 C 4.287 -0.908 -4.702  0.02
50 C 3.596 0.277 -4.482  -0.01
51 C 3.102 0.567 -3.221  0.04
52 C 2.404 3.107 -0.885  0.08
53 C 3.089 4.284 -1.257  -0.03
54 H 0.248 4.305 1.447  0.00
55 H -1.353 5.782 2.572  0.00
56 H -4.395 6.219 2.147  0.01
57 H -4.166 5.408 3.665  0.01
58 H -6.195 4.772 1.637  0.02
59 H -5.973 3.952 3.154  0.02
60 H -6.412 1.733 1.108  0.00
61 H -4.919 0.062 0.208  -0.01
62 H -4.170 -1.732 -1.910  0.00
63 H -5.797 -3.462 -1.238  0.00
64 H -5.835 -4.306 1.080  0.00
65 H -4.286 -3.374 2.766  0.00
66 H -2.673 -1.619 2.116  0.00
67 H -4.081 0.757 -2.300  0.00
68 H -3.823 1.311 -4.688  0.00
69 H -1.629 1.063 -5.791  0.00
70 H 0.302 0.167 -4.539  0.00
71 H 0.040 -0.466 -2.136  -0.01
72 H -0.713 4.401 -1.448  0.00
73 H 0.555 6.358 -2.185  0.00
74 H 3.342 7.375 -1.344  0.01
75 H 3.469 6.867 -3.002  0.01
76 H 5.405 6.323 -0.859  0.02
77 H 5.532 5.795 -2.509  0.02
78 H 6.342 3.400 -0.773  0.00
79 H 5.240 1.298 -0.285  -0.01
80 H 2.457 0.420 2.298  0.01
81 H 3.816 -0.369 4.202  0.00
82 H 5.916 -1.616 3.785  0.00
83 H 6.673 -2.012 1.474  0.00
84 H 5.329 -1.251 -0.422  0.00
85 H 4.092 -2.255 -1.611  0.00
86 H 4.998 -2.733 -3.830  0.00
87 H 4.678 -1.132 -5.686  0.00
88 H 3.446 0.980 -5.290  0.00
89 H 2.556 1.490 -3.066  0.01
90 O -2.141 2.198 6.820  0.00
91 C -1.716 0.928 6.850  0.00
92 O -1.856 0.233 7.807  0.00
93 C -1.065 0.384 5.599  0.00
94 C -1.444 0.776 4.320  -0.01
95 C -0.902 0.137 3.220  0.00
96 C 0.032 -0.885 3.355  -0.01
97 C 0.435 -1.246 4.647  0.01
98 C -0.127 -0.632 5.749  0.00
99 N 0.506 -1.518 2.180  0.08
100 C 1.276 -2.534 2.258  -0.01
101 C 1.764 -3.224 1.075  0.01
102 C 2.453 -4.424 1.188  0.00
103 C 2.809 -5.108 0.034  -0.01
104 C 2.456 -4.577 -1.196  0.01
105 C 1.801 -3.354 -1.228  -0.02
106 N 1.479 -2.690 -0.124  0.19
107 H -1.854 2.683 6.042  0.00
108 H -2.188 1.552 4.168  0.00
109 H -1.202 0.417 2.226  0.01
110 H 1.173 -2.018 4.819  0.00
111 H 0.146 -0.939 6.750  0.00
112 H 1.576 -2.951 3.216  0.01
113 H 2.682 -4.824 2.167  0.00
114 H 3.340 -6.049 0.099  0.00
115 H 2.688 -5.090 -2.119  0.00
116 H 1.528 -2.893 -2.168  0.00
117 N -3.667 -7.049 -3.240  0.00
118 C -2.706 -6.910 -2.310  0.00
119 O -2.204 -7.813 -1.679  0.00
120 C -2.212 -5.499 -2.034  0.00
121 C -2.014 -4.529 -3.003  0.00
122 C -1.432 -3.325 -2.625  0.00
123 N -1.071 -3.045 -1.374  -0.01
124 C -1.277 -3.984 -0.445  0.01
125 C -1.835 -5.214 -0.726  0.00
126 H -4.005 -7.979 -3.439  0.00
127 H -4.090 -6.283 -3.730  0.00
128 H -2.272 -4.694 -4.042  0.00
129 H -1.239 -2.560 -3.369  0.00
130 H -0.973 -3.742 0.567  -0.01
131 H -1.952 -5.969 0.041  0.00